(1)
Molecular formula: C12H14CuI2N3O
Method: DFT, the ωB97M-V functional and the def2-TZVPD basis

Summary:
multiplicity	2
frontier orbital gap (spin up / spin down)	0.282 / 0.194	hartree
charge	+1
lowest unoccupied orbital energy (spin up / spin down)	-3.234 / -5.405	eV

Geometry as XYZ:
```
33
Properties=species:S:1:pos:R:3:forces:R:3:mulliken_spin:R:1
C 2.68020 -3.14630 -2.87570 -0.067 -0.348 -0.190 -0.0886
C -1.92880 -3.48510 -1.45290 0.114 -0.051 -0.072 -0.0268
O 1.77430 -0.31800 -0.82230 -0.146 0.318 0.246 0.2385
N -1.02360 1.74270 -0.45590 0.190 0.042 -0.234 0.0352
H -2.91620 2.58110 0.02110 0.061 -0.116 -0.052 0.0014
H -1.01520 -4.97450 -2.68870 -0.061 -0.075 -0.025 0.0067
C 0.35530 -3.39340 -2.20470 -0.073 0.315 0.219 -0.0411
H -2.88970 -3.96610 -1.40780 -0.159 -0.085 0.004 -0.0003
H -0.54330 2.62940 -0.31400 -0.073 -0.086 -0.133 -0.0016
C -1.54410 0.45240 2.38980 -0.302 0.262 0.296 -0.0005
C 0.46370 -2.17260 -1.49510 0.054 -0.276 -0.187 0.0069
C -2.28270 1.73180 0.30030 -0.313 0.287 0.256 -0.0005
C -1.72260 -2.27750 -0.78590 -0.040 -0.199 -0.108 0.0266
C 2.78350 -1.95120 -2.18000 0.309 0.769 0.362 0.1694
C 1.50240 -3.86320 -2.89830 0.278 -0.430 -0.361 0.1953
H -2.96540 2.04540 2.30060 0.031 0.049 0.019 0.0000
H -1.69540 0.46640 3.47490 0.042 -0.083 -0.105 0.0014
H -1.30350 2.55850 2.02730 -0.021 0.169 0.111 -0.0003
H -1.20990 1.65480 -1.45200 0.021 0.174 0.080 -0.0029
C -2.03210 1.77660 1.80610 -0.033 -0.430 -0.250 -0.0010
N -0.56770 -1.64890 -0.80930 0.129 0.417 0.209 -0.0301
H 0.45400 0.90170 2.50760 -0.020 -0.170 0.010 -0.0016
H 3.54720 -3.50970 -3.40520 0.025 -0.083 -0.060 -0.0014
C -0.89080 -4.04120 -2.16090 0.003 0.085 0.052 0.0524
H -2.81620 0.81610 0.03980 -0.060 0.030 -0.005 0.0011
H -2.13030 -0.37220 1.98050 -0.038 -0.005 0.056 0.0011
H 0.15370 -0.70720 2.40570 0.029 0.160 0.105 -0.0029
I 1.45680 -5.66690 -3.98730 0.016 0.464 0.279 0.0219
C 1.69480 -1.41110 -1.46390 0.296 -0.825 -0.611 0.0567
Cu 0.17800 0.19130 0.05430 -0.023 0.190 0.123 0.3248
H -2.51820 -1.81260 -0.21970 -0.092 -0.001 0.033 -0.0014
I 4.57210 -0.86360 -2.14640 -0.354 -0.350 -0.089 0.0260
N -0.13520 0.20380 2.05740 0.279 -0.119 0.022 0.0352
```
Positions in Å, forces in eV/Å.

(2)
Molecular formula: C38H33IN3O2P2Pd
Method: DFT, the ωB97M-V functional and the def2-TZVPD basis

Summary:
multiplicity	5
frontier orbital gap (spin up / spin down)	0.288 / 0.205	hartree
charge	+3
lowest unoccupied orbital energy (spin up / spin down)	-8.461 / -10.900	eV

Geometry as XYZ:
```
80
Properties=species:S:1:pos:R:3:forces:R:3:mulliken_spin:R:1
H 2.69598 4.62530 0.10795 -0.025 0.000 -0.013 0.0118
C -3.89786 -0.45606 2.09442 0.468 0.014 0.187 0.0150
C 4.62967 0.95435 1.15601 -0.079 0.117 0.045 0.0556
H 2.11013 -6.27789 2.14222 -0.024 -0.011 0.019 0.0002
H -2.24483 -1.69939 -1.45844 -0.037 0.012 -0.050 -0.0139
C 0.17561 -3.93194 0.66924 -0.229 0.243 0.341 0.0275
C 6.69305 -0.19244 0.71659 -0.135 0.055 0.025 0.0238
H -3.59597 3.13162 1.57230 -0.065 -0.044 -0.017 0.0312
C -6.19920 -0.73552 1.53722 0.005 0.086 -0.032 0.0137
H 6.56093 1.74439 1.63118 -0.021 -0.016 0.050 0.0001
H 6.51510 -2.11943 -0.21384 0.002 0.015 -0.009 0.0016
H -0.54131 0.70098 -0.71703 0.467 0.427 -1.157 -0.0401
C -0.64762 5.84713 1.48966 0.320 -0.291 -0.033 0.2895
H 3.62412 0.66745 -1.93179 -0.012 -0.024 -0.025 0.0055
H 1.99419 -3.87161 1.87217 0.023 -0.033 -0.002 -0.0026
C 1.28345 -5.85082 1.59088 0.043 -0.025 0.110 -0.0037
C 6.01251 0.91802 1.20038 0.061 -0.050 0.042 -0.0051
C 0.58023 -2.93929 -3.78767 0.085 -0.021 -0.006 0.0029
C -2.62953 2.67774 1.36525 -0.442 0.071 0.173 -0.0027
C 2.19405 1.19621 -3.43866 0.020 0.023 -0.096 0.0004
C 2.26606 3.81683 0.69642 0.037 -0.065 0.024 0.0538
N -2.59152 1.40962 1.21895 0.742 -0.754 -0.215 0.2187
H -3.48767 5.82750 0.59934 -0.002 0.079 0.032 0.0100
H -6.99413 0.68827 0.14878 0.022 0.013 -0.023 0.0004
Pd -0.87899 -0.05990 0.94648 -0.644 0.868 1.317 1.1115
C -1.70324 -2.23325 -3.46921 -0.051 0.023 -0.059 0.0012
C -5.08060 -1.14781 2.25103 0.044 -0.130 0.048 -0.0176
C -6.12119 0.36983 0.70185 -0.091 -0.067 0.093 -0.0034
H -4.25727 5.26546 3.18949 0.017 0.075 -0.010 0.0010
C 1.60015 0.59971 -1.19187 -0.059 0.152 0.539 0.2207
H -2.98103 6.63063 2.07787 0.028 0.025 -0.061 -0.0024
C -3.12899 5.65148 1.62071 0.025 0.059 -0.082 0.0043
H -7.12819 -1.27946 1.63741 0.002 -0.002 0.022 0.0002
H -0.87399 -2.81047 -5.35815 0.005 -0.009 0.008 0.0001
C 0.28842 -6.67195 1.07786 0.002 0.052 0.008 0.0177
O -4.12050 4.92099 2.30087 0.114 -0.234 0.000 0.0020
H 2.31232 2.87833 0.14904 0.016 0.025 -0.026 -0.0039
H 4.10815 1.78425 1.60965 -0.043 0.093 -0.067 0.0030
H -2.68972 -2.04668 -3.87290 0.011 0.012 0.014 0.0000
H 2.95012 1.33999 -4.19901 -0.008 0.013 0.004 0.0005
H 1.80354 -3.01693 -2.02261 0.016 -0.005 -0.055 0.0044
C -1.45401 -2.04427 -2.11946 0.037 0.045 0.164 -0.0055
I -2.16803 -1.09393 3.17169 -0.399 0.107 -0.093 0.2185
H 7.77163 -0.23635 0.78265 0.007 0.008 -0.042 0.0008
H 0.56705 1.71955 -4.73197 0.003 0.005 0.002 0.0015
H 1.36478 -3.29938 -4.44011 -0.003 0.017 0.003 -0.0002
H 2.87104 3.73314 1.60429 -0.010 -0.025 0.036 0.0261
H -0.74645 6.90380 1.71315 -0.117 -0.021 0.013 -0.0074
C -0.11851 1.22751 -2.76155 -0.148 -0.037 0.060 0.0077
C 5.98553 -1.25491 0.16425 0.083 -0.116 -0.033 0.0013
H 2.20337 -2.20585 1.09888 0.080 -0.047 -0.094 -0.0198
C -1.52563 3.61548 1.34670 0.233 0.268 0.062 0.0078
H -1.55577 -6.76196 -0.01992 0.001 0.004 -0.002 0.0001
C -0.68210 -2.66813 -4.30283 -0.038 -0.011 0.001 0.0023
C -0.16114 3.13532 1.26035 -0.138 0.202 0.081 0.1253
C 1.22108 -4.47811 1.41439 -0.084 0.052 -0.022 0.0083
H -5.13981 -1.99098 2.92604 -0.010 -0.040 -0.060 -0.0045
H 4.07873 -2.02969 -0.39969 -0.003 -0.027 0.018 0.0065
C 0.83071 -2.77594 -2.43541 0.035 -0.007 0.053 0.0101
C -0.77596 -6.12374 0.37233 -0.051 -0.030 0.082 -0.0042
H -1.65447 -4.32432 -0.39433 -0.006 -0.110 -0.040 0.0015
P 2.12062 -0.01653 0.44399 1.015 -0.933 -1.308 0.4209
C -1.76710 4.98094 1.48633 -0.472 -0.595 0.030 0.0888
C -4.93759 1.07883 0.58838 0.236 0.049 -0.028 0.0246
C 0.25525 0.83184 -1.49310 -0.024 -0.029 0.273 -0.0122
H 0.33673 -7.73977 1.24213 0.020 -0.008 -0.044 0.0004
C -0.83795 -4.75777 0.17123 0.051 0.138 -0.044 0.0151
O 0.16569 1.92309 1.31929 -0.027 -0.082 -0.118 0.3598
C 4.60673 -1.21753 0.08174 -0.070 0.025 -0.136 0.0265
C 3.91958 -0.09412 0.56659 -0.339 0.071 0.235 0.1109
C 2.57637 0.80847 -2.16382 0.108 0.007 0.051 -0.0002
N 1.69691 -1.66099 0.40228 -0.177 0.514 0.563 0.2034
C -3.80023 0.67830 1.29144 -0.667 -0.151 -0.022 0.0258
C -0.18818 -2.31693 -1.60539 -0.128 0.198 0.295 0.0319
C 0.87783 4.16848 1.07781 -0.211 -0.487 0.095 0.2162
H -1.15998 1.40288 -2.99550 -0.010 -0.032 0.001 0.0006
H -4.87836 1.94451 -0.06008 -0.015 -0.009 -0.015 0.0004
N 0.57931 5.42261 1.23855 0.409 0.812 -0.059 -0.0820
P 0.06213 -2.19478 0.18621 0.156 -0.495 -1.021 0.1402
C 0.85577 1.40598 -3.73758 0.067 -0.008 0.002 0.0196
```
Positions in Å, forces in eV/Å.

(3)
Molecular formula: C17H23N3O5S
Method: DFT, the ωB97M-V functional and the def2-TZVPD basis

Summary:
frontier orbital gap	0.299	hartree
charge	0
lowest unoccupied orbital energy	0.023	eV

Geometry as XYZ:
```
49
Properties=species:S:1:pos:R:3:forces:R:3:mulliken_charge:R:1
O 2.50909 0.36301 2.10592 2.919 3.583 8.623 -0.7181
N 3.00663 0.71318 -0.07697 11.513 4.666 -11.234 0.4065
C 2.86361 0.31228 -1.53530 -3.339 -0.479 1.124 -0.5872
N -4.17981 -2.25597 0.24139 -1.090 -0.730 1.586 -0.2341
C -0.61117 0.09614 0.25373 6.246 -3.906 0.064 -0.0386
H 2.53844 1.21687 -2.10354 0.862 -0.744 0.250 0.2092
C 0.58425 0.80114 0.38168 2.584 2.873 2.827 -0.3619
C -1.66066 0.67732 -0.12177 -10.289 8.826 -2.599 0.3603
O -2.10897 -2.93193 0.24823 2.176 0.949 -0.131 -0.6532
S 2.21588 0.04891 0.83908 -15.682 -11.921 3.196 1.1334
C 4.50230 0.89465 0.27411 -2.968 8.084 -4.104 -0.8639
C -2.89273 -2.10406 -0.17888 -3.601 -5.519 1.043 1.1386
O 1.86938 -1.41254 0.79375 1.599 1.997 -1.690 -0.8113
C -4.08592 2.28008 -0.13602 1.167 -1.529 5.367 -0.6158
C 5.72197 -1.38881 -0.48958 1.300 7.640 0.120 -0.9960
C -4.74164 -3.15846 1.34838 3.462 -3.350 -4.400 -0.9265
H -1.87457 -1.41744 -1.64863 6.234 -0.153 -3.072 0.6513
O -2.89050 3.15550 -0.25654 0.074 -3.364 -0.693 -0.3858
H -0.71903 4.05517 0.66274 0.723 -3.385 -1.654 0.0296
H 3.80560 -1.89948 -0.67895 -0.131 -1.755 -0.299 0.1738
H 4.95284 -2.51558 -2.15091 -1.072 1.531 1.792 0.2992
H -3.68878 -1.11936 -2.06002 1.692 -1.359 0.720 0.3516
H 1.94463 -0.36515 -1.52952 0.824 0.978 -0.029 0.3322
C 3.92193 -0.56228 -2.08361 5.522 3.940 -2.250 -0.7740
H -0.54142 -1.00335 0.17513 0.048 0.460 0.411 0.5640
H 4.56293 -0.88675 1.46054 2.353 2.306 -2.001 0.2959
H -4.93128 2.79518 -0.47081 -1.038 0.493 -0.909 0.3924
H 6.20491 -2.19098 -0.07557 1.091 -1.719 1.387 0.4692
C 0.63171 2.28313 0.63908 2.639 -7.884 -1.081 -0.9064
C -4.14930 0.71843 -0.43835 2.517 2.487 -5.013 0.6342
H 4.78759 0.22610 -2.81449 -2.019 -2.110 2.422 0.2682
N -2.91456 0.13263 -0.60653 1.874 -1.790 0.032 0.0558
O -5.11733 0.32813 -1.07330 -0.681 -0.767 1.482 -0.6512
C -0.52362 2.72613 0.23163 -5.811 10.514 1.776 -0.5196
H 4.94322 1.44247 -0.73067 -1.146 -1.012 2.286 0.3822
C -1.80644 2.33100 -0.12934 4.016 -5.233 0.989 0.2731
H 3.56037 -1.03868 -2.89314 -1.916 -1.356 -2.772 0.5377
C -2.77884 -1.29462 -1.37586 -7.428 5.426 3.158 -1.3456
H 1.60141 2.61193 1.05835 -1.224 0.762 -0.505 0.4383
C 5.30598 -0.12936 0.62039 0.744 -11.097 3.764 -0.3777
H 6.18254 0.09465 1.21573 0.059 0.385 -0.155 0.4154
H -5.16814 -2.51900 2.01390 -1.113 1.084 2.430 0.3716
H -3.85694 -3.86331 1.62747 -1.416 1.876 0.350 0.2890
H 6.39781 -0.74147 -1.11646 0.419 -1.056 0.424 0.3061
C 4.63998 -1.68370 -1.36343 -2.829 -1.568 -1.159 -0.1765
H -4.18943 2.14134 1.03339 -0.162 0.988 -1.710 0.2854
H 4.36817 1.71747 1.00643 0.869 -0.648 -0.090 0.3977
H -4.84615 -1.66924 -0.17464 -1.043 0.848 -0.544 0.2079
H -5.43414 -3.96364 0.90383 0.471 1.734 0.470 0.2742
```
Positions in Å, forces in eV/Å.

> What is the charge in the third record?

0

> Among the records above, which one has the lowest charge?

C17H23N3O5S

> The lowest charge belongs to which entry?

C17H23N3O5S